C14H28FO6 | ωB97M-V with the def2-TZVPD basis set

Structure (XYZ):
```
49
Properties=species:S:1:pos:R:3:forces:R:3
C 3.5535 1.8729 1.0003 -0.367 -0.125 -0.246
C 2.1279 1.4590 0.6551 0.297 0.417 -0.072
C 1.4258 2.5806 -0.0975 -0.242 -0.599 0.434
C 0.0314 2.2138 -0.6101 0.291 0.562 -0.536
C -0.9849 3.3543 -0.3359 -0.277 -0.132 0.506
C -1.7094 3.3094 1.0116 0.295 -0.217 -0.220
C -2.4061 2.0183 1.2573 0.223 1.055 -0.458
C -3.2096 1.4942 0.0916 -0.203 -0.588 0.393
F -3.3494 2.1690 2.3461 -0.044 -0.346 0.274
H 4.1179 1.0499 1.4217 0.258 -0.074 0.212
H 4.0402 2.2180 0.0941 0.308 -0.037 -0.197
H 3.5404 2.7181 1.6792 0.079 0.104 0.304
H 2.1350 0.5420 0.0709 -0.035 -0.200 -0.140
H 1.5738 1.2721 1.5700 -0.190 -0.235 0.167
H 1.3349 3.3991 0.6122 -0.014 0.349 0.038
H 2.0624 2.9028 -0.9167 0.126 0.205 -0.187
H 0.1207 2.0369 -1.6841 -0.052 -0.150 -0.223
H -0.2676 1.2660 -0.1766 -0.276 -0.193 0.234
H -0.3986 4.2708 -0.3382 0.088 0.324 -0.161
H -1.6799 3.4685 -1.1670 -0.166 -0.209 -0.231
H -0.9168 3.4202 1.7704 -0.054 0.104 0.269
H -1.7429 1.2210 1.6076 -0.073 -0.360 0.186
H -3.6997 0.5685 0.3949 -0.185 -0.121 0.039
H -2.5733 1.2384 -0.7436 0.225 0.108 -0.360
H -3.9824 2.1929 -0.2031 -0.011 0.327 -0.146
C -1.0402 -0.3159 3.5876 -0.065 0.196 0.217
O -0.3916 -1.3854 2.8777 0.043 -0.108 -0.005
C -0.9915 -2.5619 2.9655 -0.026 0.197 0.000
O -1.9867 -2.8219 3.5929 0.102 -0.053 -0.036
O -0.2950 -3.4415 2.2257 0.015 -0.009 -0.020
C -0.8396 -4.7581 2.2241 0.013 -0.126 -0.054
H -0.4436 0.5754 3.4209 0.063 -0.070 -0.131
H -2.0397 -0.1478 3.1987 -0.051 -0.034 0.048
H -1.0763 -0.5312 4.6550 -0.035 -0.133 -0.030
H -1.8463 -4.7591 1.8090 -0.037 0.015 0.080
H -0.8545 -5.1716 3.2313 -0.082 0.029 0.018
H -0.1877 -5.3594 1.5955 0.059 0.086 -0.015
C 1.6041 -1.6543 -5.9608 0.033 0.018 -0.154
O 1.1875 -2.5502 -4.9311 0.011 -0.032 0.035
C 1.0848 -1.9773 -3.7235 -0.111 -0.029 0.102
O 1.3103 -0.8243 -3.4736 0.063 -0.049 -0.094
O 0.6831 -2.9044 -2.8554 0.029 -0.002 -0.099
C 0.5018 -2.4133 -1.5198 -0.072 -0.003 0.287
H 1.6459 -2.2380 -6.8765 -0.033 -0.087 0.061
H 0.8880 -0.8433 -6.0785 0.038 0.054 0.067
H 2.5903 -1.2484 -5.7426 -0.032 0.071 0.049
H -0.2652 -1.6420 -1.4910 0.075 0.080 -0.045
H 1.4361 -2.0229 -1.1224 -0.012 0.091 -0.052
H 0.1826 -3.2600 -0.9189 0.011 -0.069 -0.109
```
Forces are in eV/Å.

Summary:
charge = -1

---

C40H46FN3O3S2Zr | ωB97M-V with the def2-TZVPD basis set

Structure (XYZ):
```
96
Properties=species:S:1:pos:R:3:forces:R:3
Zr -0.2738 0.7274 -0.9607 -0.783 -0.330 1.171
S -0.3408 -0.1257 1.5074 0.136 0.095 0.114
C -0.9358 -1.7253 1.5179 -0.101 0.034 -0.165
N -0.6999 -2.5188 2.5206 -0.012 -0.167 0.101
C -1.3581 -3.8358 2.6008 0.018 0.069 0.034
C -1.4534 -4.4332 1.2329 -0.058 0.086 -0.106
N -2.1372 -3.4894 0.3396 0.074 -0.246 -0.034
C -2.9502 -4.0952 -0.7513 0.176 -0.127 -0.095
C -2.0811 -4.7743 -1.7859 0.010 0.027 0.063
C -1.7319 -6.1140 -1.6399 0.021 -0.025 -0.008
C -0.9194 -6.7351 -2.5791 0.010 -0.017 -0.009
C -0.4579 -6.0204 -3.6766 -0.036 0.035 0.024
C -0.8148 -4.6865 -3.8347 -0.017 0.009 0.013
C -1.6237 -4.0649 -2.8940 0.037 -0.011 0.015
C -1.8283 -2.2193 0.3819 0.105 0.075 0.022
S -2.4041 -1.0995 -0.7170 -0.132 0.464 -0.160
C 0.1035 -2.1657 3.7164 -0.162 -0.022 0.170
C -0.7741 -2.0935 4.9441 -0.020 -0.009 -0.029
C -1.8258 -1.1797 4.9974 0.015 -0.005 -0.013
C -2.6271 -1.1098 6.1265 0.003 0.008 -0.034
C -2.3776 -1.9467 7.2089 0.007 -0.012 0.001
C -1.3296 -2.8540 7.1597 -0.004 0.002 -0.002
C -0.5306 -2.9317 6.0249 -0.009 -0.014 0.002
H -2.3395 -3.7094 3.0571 -0.050 0.061 0.061
H -0.7657 -4.4691 3.2547 0.063 0.000 0.037
H -2.0323 -5.3500 1.2739 -0.052 -0.051 -0.024
H -0.4697 -4.6598 0.8202 0.040 -0.015 -0.079
H -3.5543 -3.3155 -1.1967 -0.048 0.092 0.009
H -3.6146 -4.8156 -0.2766 -0.001 0.002 0.087
H -2.1137 -6.6933 -0.8039 0.001 0.047 -0.048
H -0.6625 -7.7818 -2.4627 -0.022 0.081 -0.014
H 0.1613 -6.5083 -4.4192 -0.019 0.022 0.039
H -0.4743 -4.1318 -4.7021 -0.026 -0.052 0.059
H -1.9077 -3.0269 -3.0245 0.008 -0.040 0.008
H 0.6106 -1.2268 3.5338 0.035 0.083 -0.095
H 0.8493 -2.9519 3.8336 0.015 -0.017 -0.055
H -2.0130 -0.5139 4.1583 0.005 -0.034 0.065
H -3.4419 -0.3972 6.1677 0.041 -0.037 0.002
H -3.0018 -1.8885 8.0920 0.033 0.000 -0.041
H -1.1326 -3.5038 8.0034 -0.008 0.032 -0.044
H 0.2897 -3.6426 5.9889 -0.048 0.050 0.007
C 2.9339 -1.6322 0.4022 0.035 0.102 0.137
C 2.3387 -0.9711 -0.8141 -0.004 0.072 -0.166
C 3.2854 -0.9422 -2.0014 0.041 0.056 -0.024
O 1.9123 0.4190 -0.5073 -0.006 -0.700 -0.157
C 1.0083 -1.6267 -1.2251 0.431 -0.185 -0.077
O 0.6662 -2.7071 -0.8300 -0.079 -0.063 -0.216
O 0.2955 -0.8221 -2.0261 0.739 -1.129 -0.141
H 3.9115 -1.2044 0.6302 -0.039 -0.010 0.009
H 3.0548 -2.6959 0.2028 0.036 0.022 -0.004
H 2.2805 -1.5115 1.2662 0.000 -0.020 -0.004
H 4.2546 -0.5377 -1.7011 -0.029 -0.004 -0.012
H 2.8808 -0.3311 -2.8079 -0.018 -0.033 -0.014
H 3.4439 -1.9542 -2.3772 0.021 0.020 0.043
H 2.6762 1.0088 -0.4628 -0.044 0.395 -0.044
C 0.1300 1.5754 -3.7670 0.189 0.109 -0.175
C 0.9376 2.8682 -3.8090 -0.135 0.157 0.103
C 0.0533 4.0598 -4.2034 0.071 0.001 -0.014
C 1.8550 3.1730 -2.6219 -0.083 -0.024 -0.083
C 3.1552 3.5434 -2.9511 0.051 -0.023 -0.058
C 4.0588 3.9246 -1.9781 0.060 0.017 0.062
C 3.6566 3.9529 -0.6548 0.055 0.021 -0.033
C 2.3642 3.5990 -0.2556 0.065 -0.129 0.111
C 2.0987 3.7869 1.2462 -0.158 0.090 -0.077
C 1.2946 2.7213 1.9837 0.082 0.013 -0.020
C 1.5196 5.1791 1.5511 0.044 -0.013 -0.083
C 1.4728 3.1804 -1.2654 -0.132 0.185 -0.110
N 0.1423 2.7097 -0.9434 0.088 0.544 0.047
C -0.9176 3.6408 -0.9573 0.160 0.095 0.107
C -0.8190 5.0263 -1.0178 0.186 0.111 0.021
C -1.9671 5.8069 -1.0304 -0.013 0.073 0.000
C -3.2344 5.2379 -0.9918 0.002 0.095 -0.003
C -3.3667 3.8553 -0.9506 -0.191 -0.089 -0.017
C -2.2027 3.1475 -0.9378 -0.029 0.000 -0.019
F -2.2436 1.7187 -0.9349 -0.201 0.366 -0.055
H -0.3735 1.4376 -4.7227 -0.119 -0.073 0.010
H -0.6907 1.5933 -3.0279 -0.244 0.160 -0.182
H 0.7685 0.7127 -3.6194 0.048 -0.153 0.053
H 1.6192 2.7136 -4.6453 0.091 -0.002 -0.050
H -0.7888 4.1887 -3.5258 -0.024 0.011 0.030
H -0.3472 3.9058 -5.2077 0.013 0.000 0.048
H 0.6298 4.9866 -4.2114 -0.038 -0.049 0.006
H 3.4606 3.5357 -3.9925 -0.036 0.007 0.067
H 5.0692 4.2085 -2.2491 -0.074 -0.023 0.030
H 4.3620 4.2736 0.1043 -0.040 -0.012 -0.033
H 3.0939 3.7653 1.6912 0.064 0.022 0.011
H 0.2536 2.7111 1.6698 -0.127 -0.019 -0.030
H 1.2990 2.9491 3.0515 0.033 -0.020 -0.028
H 1.7258 1.7252 1.8617 -0.028 0.000 -0.023
H 0.4455 5.2145 1.3579 0.036 0.000 -0.024
H 2.0064 5.9564 0.9567 -0.031 -0.056 0.052
H 1.6738 5.4187 2.6050 -0.032 -0.023 -0.046
H 0.1624 5.4819 -1.0716 -0.053 0.007 0.017
H -1.8675 6.8845 -1.0768 -0.006 -0.063 0.001
H -4.1197 5.8601 -1.0042 0.057 -0.028 0.000
H -4.3281 3.3557 -0.9401 0.072 0.050 0.006
```
Forces are in eV/Å.

Summary:
charge = +2
energy relative to the best compared isomer or geometry (same formula, charge and spin) = 0.438 eV

---

C3H6S2 | ωB97M-V with the def2-TZVPD basis set

Structure (XYZ):
```
11
Properties=species:S:1:pos:R:3:forces:R:3
C -0.5747 -0.1444 -0.5906 -2.597 -3.375 -1.802
C -0.1440 1.1160 -0.1597 0.046 5.407 0.617
C 0.5684 -0.0506 0.4040 -0.275 -2.909 1.678
H -1.8463 -1.8796 1.0183 -1.318 2.675 -2.927
H -0.3556 -0.4882 -1.6202 0.196 0.209 0.907
H 0.2701 1.9742 -0.9103 -0.775 -2.329 2.126
H -0.8800 1.4512 0.6402 1.181 0.387 -1.175
H 0.3637 -0.4830 1.5012 0.237 1.598 -2.524
H 2.9451 0.0802 0.2327 -0.971 -1.299 -0.713
S -2.3578 -0.7212 -0.2135 2.995 -2.291 2.957
S 2.0110 -0.8548 -0.3021 1.281 1.927 0.856
```
Forces are in eV/Å.

Summary:
energy relative to the best compared isomer or geometry (same formula, charge and spin) = 3.420 eV

---

Ordered total energy results: -29973.4628 -78498.6302 -24875.2881; unit eV.
Ordered E_HOMO results: -1.3820 -13.5555 -9.0891; unit eV.